Entry 1:
The following is a quantum chemistry calculation of 2 unconnected molecules or ions with the total composition C5H8O, from the Open Molecules 2025 dataset.

Structure (ORCA input):
```
! wB97M-V def2-TZVPD RIJCOSX def2/J DEFGRID3
* xyz 0 1
C 1.439 0.294 -0.649
C 0.747 1.192 0.345
C -0.575 1.181 0.474
O -1.408 0.324 -0.202
C -0.792 -0.761 -0.774
C 0.518 -0.855 -0.973
H 1.684 0.857 -1.563
H 2.397 -0.068 -0.255
H 1.327 1.867 0.967
H -1.141 1.823 1.141
H -1.829 -0.920 1.819
H -1.514 -1.536 -1.010
H -1.772 -1.620 2.062
H 0.919 -1.777 -1.381
*
```

Summary:
Kohn-Sham gap in eV: 9.58
Electronic energy in eV: -7359.9563
Energy above the lowest of the compared OMol25 structures with the same formula, charge and spin in kJ/mol: 221.8
E_LUMO in Eh: 0.0408

---

Entry 2:
The following is a quantum chemistry calculation of a molecular structure, C5H8O in a non-equilibrium geometry, from the Open Molecules 2025 dataset.

Structure (ORCA input):
```
! wB97M-V def2-TZVPD RIJCOSX def2/J DEFGRID3
* xyz 0 1
O -0.563 -0.317 -2.266
C -0.254 -0.128 -0.978
C 0.682 0.991 -0.518
C 0.930 0.383 0.832
C -0.404 -0.082 1.364
C -0.722 -0.844 0.083
H -1.396 -0.805 -2.254
H 0.923 -0.846 0.191
H 0.082 1.910 -0.631
H 1.627 1.139 -1.050
H 1.838 0.401 1.380
H -1.228 0.641 1.509
H -0.298 -0.641 2.294
H -1.217 -1.801 0.045
*
```

Summary:
Kohn-Sham gap in eV: 8.31
Electronic energy in eV: -7358.2906
Energy above the lowest of the compared OMol25 structures with the same formula, charge and spin in kJ/mol: 382.5
E_LUMO in Eh: 0.0306

---

Entry 3:
The following is a quantum chemistry calculation of a molecular structure, C5H8O in a non-equilibrium geometry, from the Open Molecules 2025 dataset.

Structure (ORCA input):
```
! wB97M-V def2-TZVPD RIJCOSX def2/J DEFGRID3
* xyz 0 1
C -1.709 -0.628 0.238
C -0.734 0.404 -0.285
O -0.222 1.253 0.770
C 1.097 0.939 0.359
C 1.564 -0.436 0.665
C 0.694 0.058 -0.740
H -2.558 -0.123 0.712
H -1.229 -1.260 0.990
H -2.090 -1.249 -0.579
H -1.192 1.026 -1.065
H 1.805 1.750 0.229
H 2.604 -0.534 0.346
H 0.885 -1.172 0.098
H 1.085 -0.026 -1.739
*
```

Summary:
Kohn-Sham gap in eV: 9.61
Electronic energy in eV: -7357.6411
Energy above the lowest of the compared OMol25 structures with the same formula, charge and spin in kJ/mol: 445.2
E_LUMO in Eh: 0.0384

---

Entry 4:
The following is a quantum chemistry calculation of a single C5H8O molecule, from the Open Molecules 2025 dataset.

Structure (ORCA input):
```
! wB97M-V def2-TZVPD RIJCOSX def2/J DEFGRID3
* xyz 0 1
C -1.502 0.235 0.345
C -0.361 -0.528 -0.334
C 0.750 0.339 -0.889
C 1.211 1.406 -0.247
C 0.432 -1.493 0.555
O 1.492 -1.955 0.209
H -1.145 0.989 1.053
H -2.087 0.762 -0.417
H -2.184 -0.428 0.888
H -0.799 -1.159 -1.120
H 1.319 -0.099 -1.705
H 0.679 1.837 0.597
H 2.176 1.838 -0.488
H 0.019 -1.744 1.554
*
```

Summary:
Kohn-Sham gap in eV: 10.63
Electronic energy in eV: -7360.8583
Energy above the lowest of the compared OMol25 structures with the same formula, charge and spin in kJ/mol: 134.8
E_LUMO in Eh: 0.0369

---

Entry 5:
The following is a quantum chemistry calculation of a single C5H8O2 molecule in a non-equilibrium geometry, from the Open Molecules 2025 dataset.

Structure (ORCA input):
```
! wB97M-V def2-TZVPD RIJCOSX def2/J DEFGRID3
* xyz 0 1
C 1.503 0.637 -0.294
C 0.293 -0.095 0.382
O 0.692 -0.644 1.618
C -1.042 0.687 0.490
C -1.678 -0.373 -0.407
O -0.924 -0.411 -1.618
C -0.437 -1.140 -0.500
H 1.161 0.902 -1.292
H 1.809 1.566 0.221
H 2.443 0.050 -0.446
H 1.593 -0.652 1.312
H -1.430 0.693 1.515
H -1.012 1.701 0.088
H -2.708 -0.708 -0.450
H -0.264 -2.211 -0.619
*
```

Summary:
Kohn-Sham gap in eV: 10.76
Electronic energy in eV: -9407.1143
Energy above the lowest of the compared OMol25 structures with the same formula, charge and spin in kJ/mol: 262.2
E_LUMO in Eh: 0.0368

---

Entry 6:
The following is a quantum chemistry calculation of a single C5H8O2 molecule in a non-equilibrium geometry, from the Open Molecules 2025 dataset.

Structure (ORCA input):
```
! wB97M-V def2-TZVPD RIJCOSX def2/J DEFGRID3
* xyz 0 1
C -1.397 -1.611 -0.499
C 0.099 -1.179 -0.132
O -0.017 -0.127 -1.159
C 0.376 0.239 0.110
C 1.613 1.109 0.001
O 0.965 2.125 0.785
C -0.219 1.327 0.971
H -1.401 -2.683 -0.558
H -2.092 -1.203 0.232
H -1.780 -1.245 -1.492
H 1.037 -1.776 -0.210
H 2.563 0.759 0.403
H 1.737 1.418 -1.050
H -1.126 1.783 0.568
H -0.359 1.064 2.029
*
```

Summary:
Kohn-Sham gap in eV: 10.50
Electronic energy in eV: -9405.4660
Energy above the lowest of the compared OMol25 structures with the same formula, charge and spin in kJ/mol: 421.3
E_LUMO in Eh: 0.0367

---

Entry 7:
The following is a quantum chemistry calculation of 3 unconnected molecules or ions with the total composition C5H8O2 in a non-equilibrium geometry, from the Open Molecules 2025 dataset.

Structure (ORCA input):
```
! wB97M-V def2-TZVPD RIJCOSX def2/J DEFGRID3
* xyz 0 1
C 0.694 -1.991 -0.683
C 0.505 -1.539 0.535
C 0.495 1.548 -0.971
C 1.535 1.450 -0.147
O 0.314 -1.153 1.622
C -2.291 -0.006 1.054
O -2.262 1.194 0.931
H 0.938 -1.283 -1.463
H -2.029 -0.690 0.224
H 0.625 -3.053 -0.878
H 0.621 1.490 -2.050
H -0.516 1.697 -0.597
H 2.549 1.305 -0.512
H 1.411 1.519 0.931
H -2.588 -0.490 2.003
*
```

Summary:
Kohn-Sham gap in eV: 10.39
Electronic energy in eV: -9406.8162
Energy above the lowest of the compared OMol25 structures with the same formula, charge and spin in kJ/mol: 291.0
E_LUMO in Eh: 0.0323

---

Entry 8:
The following is a quantum chemistry calculation of a molecular structure, C5H8O2, from the Open Molecules 2025 dataset.

Structure (ORCA input):
```
! wB97M-V def2-TZVPD RIJCOSX def2/J DEFGRID3
* xyz 0 1
C 0.178 -1.596 -0.137
C 0.043 -0.086 0.216
C 0.494 0.526 1.545
C 0.252 0.876 -0.982
C -1.245 0.692 -1.144
O -2.077 0.865 -1.981
O -1.415 0.134 0.082
H 0.574 -1.736 -1.150
H 0.765 -2.196 0.559
H -0.832 -2.031 -0.161
H -0.104 1.438 1.672
H 0.311 -0.108 2.415
H 1.545 0.843 1.557
H 0.460 1.902 -0.652
H 0.910 0.622 -1.813
*
```

Summary:
Kohn-Sham gap in eV: 11.16
Electronic energy in eV: -9409.2174
Energy above the lowest of the compared OMol25 structures with the same formula, charge and spin in kJ/mol: 59.3
E_LUMO in Eh: 0.0281

---

Entry 9:
The following is a quantum chemistry calculation of a single C5H8O2 molecule, from the Open Molecules 2025 dataset.

Structure (ORCA input):
```
! wB97M-V def2-TZVPD RIJCOSX def2/J DEFGRID3
* xyz 0 1
C -1.993 -0.132 -0.954
C -0.952 -0.424 0.123
C 0.129 0.671 0.161
C 1.364 0.176 0.859
O 1.450 -0.056 2.045
C 2.589 -0.123 -0.017
O 2.612 0.066 -1.208
H -2.451 0.853 -0.808
H -2.786 -0.886 -0.959
H -1.524 -0.136 -1.944
H -0.487 -1.399 -0.077
H -1.417 -0.503 1.111
H 0.399 0.961 -0.859
H -0.250 1.552 0.691
H 3.449 -0.530 0.547
*
```

Summary:
Kohn-Sham gap in eV: 9.28
Electronic energy in eV: -9408.9852
Energy above the lowest of the compared OMol25 structures with the same formula, charge and spin in kJ/mol: 81.7
E_LUMO in Eh: -0.0187

---

Entry 10:
The following is a quantum chemistry calculation of a single C5H8O2 molecule in a non-equilibrium geometry, from the Open Molecules 2025 dataset.

Structure (ORCA input):
```
! wB97M-V def2-TZVPD RIJCOSX def2/J DEFGRID3
* xyz 0 1
C -1.457 0.131 0.853
C -1.169 0.029 -0.628
O -0.207 0.784 -1.306
C 0.956 1.015 -0.545
C 1.500 -0.288 0.032
O 0.571 -0.956 0.882
C -0.781 -1.084 0.299
H -0.422 0.220 1.433
H -2.487 0.213 1.229
H -1.974 -0.164 -1.347
H 0.760 1.754 0.247
H 1.686 1.448 -1.233
H 1.738 -0.989 -0.769
H 2.407 -0.087 0.619
H -1.097 -2.120 0.267
*
```

Summary:
Kohn-Sham gap in eV: 10.19
Electronic energy in eV: -9406.2785
Energy above the lowest of the compared OMol25 structures with the same formula, charge and spin in kJ/mol: 342.9
E_LUMO in Eh: 0.0398

---

Entry 11:
The following is a quantum chemistry calculation of 2 unconnected molecules or ions with the total composition C5H8O2 in a non-equilibrium geometry, from the Open Molecules 2025 dataset.

Structure (ORCA input):
```
! wB97M-V def2-TZVPD RIJCOSX def2/J DEFGRID3
* xyz 0 1
O 2.256 -2.423 1.048
C 1.650 -1.385 0.921
O -0.534 2.585 0.793
C 1.069 -0.825 -0.278
C 0.413 0.462 -0.238
C -1.070 0.284 -0.541
C -1.705 -0.848 -0.867
H -0.465 3.316 1.418
H 1.224 -1.227 -1.277
H 1.486 -0.727 1.799
H 0.754 1.125 -1.053
H 0.561 1.008 0.702
H -1.661 1.174 -0.404
H -1.206 -1.792 -1.032
H -2.771 -0.726 -0.990
*
```

Summary:
Kohn-Sham gap in eV: 3.97
Electronic energy in eV: -9402.2831
Energy above the lowest of the compared OMol25 structures with the same formula, charge and spin in kJ/mol: 728.4
E_LUMO in Eh: -0.1528

---

Entry 12:
The following is a quantum chemistry calculation of a single C5H8O2 molecule, from the Open Molecules 2025 dataset.

Structure (ORCA input):
```
! wB97M-V def2-TZVPD RIJCOSX def2/J DEFGRID3
* xyz 0 1
O -2.065 0.101 1.522
C -1.759 -0.468 0.261
C -0.476 0.084 -0.341
C 0.793 -0.233 0.442
C 1.979 0.281 -0.339
C 1.833 0.914 -1.485
O 1.716 1.450 -2.518
H -1.487 -0.288 2.187
H -2.617 -0.214 -0.370
H -1.689 -1.564 0.315
H -0.596 1.177 -0.407
H 0.797 0.215 1.444
H 0.859 -1.324 0.569
H -0.277 -0.377 -1.327
H 2.989 0.245 0.048
*
```

Summary:
Kohn-Sham gap in eV: 9.68
Electronic energy in eV: -9408.3992
Energy above the lowest of the compared OMol25 structures with the same formula, charge and spin in kJ/mol: 138.3
E_LUMO in Eh: 0.0272

---

Entry 13:
The following is a quantum chemistry calculation of a molecular structure, C5H8O2, from the Open Molecules 2025 dataset.

Structure (ORCA input):
```
! wB97M-V def2-TZVPD RIJCOSX def2/J DEFGRID3
* xyz 0 1
C 0.418 -0.551 -1.796
C -0.328 -0.974 -0.715
O 0.406 -1.554 0.331
C 0.208 -0.589 1.339
C 0.532 0.859 1.017
C -0.753 0.418 0.909
O -2.055 0.792 0.978
H 1.049 0.680 -1.142
H 1.455 -0.867 -1.848
H -0.046 -0.270 -2.742
H -1.410 -1.062 -0.703
H 0.448 -0.963 2.332
H 1.184 0.900 -0.258
H 1.053 1.581 1.636
H -2.120 1.643 0.522
*
```

Summary:
Kohn-Sham gap in eV: 8.68
Electronic energy in eV: -9402.8397
Energy above the lowest of the compared OMol25 structures with the same formula, charge and spin in kJ/mol: 674.7
E_LUMO in Eh: 0.0262

---

Entry 14:
The following is a quantum chemistry calculation of a single C5H8O2 molecule, from the Open Molecules 2025 dataset.

Structure (ORCA input):
```
! wB97M-V def2-TZVPD RIJCOSX def2/J DEFGRID3
* xyz 0 1
C -1.688 -0.478 -0.147
C -0.380 0.282 -0.069
O -0.560 1.679 -0.244
C 0.565 0.053 1.135
C 1.756 -0.254 0.186
C 0.769 -0.208 -0.977
O 0.824 -0.453 -2.152
H -2.427 -0.007 0.509
H -2.069 -0.464 -1.175
H -1.569 -1.525 0.150
H -0.916 1.815 -1.133
H 0.678 0.937 1.764
H 0.273 -0.801 1.751
H 2.504 0.543 0.125
H 2.276 -1.208 0.316
*
```

Summary:
Kohn-Sham gap in eV: 10.23
Electronic energy in eV: -9408.8227
Energy above the lowest of the compared OMol25 structures with the same formula, charge and spin in kJ/mol: 97.4
E_LUMO in Eh: 0.0329

---

Entry 15:
The following is a quantum chemistry calculation of 2 unconnected molecules or ions with the total composition C5H8O2, from the Open Molecules 2025 dataset.

Structure (ORCA input):
```
! wB97M-V def2-TZVPD RIJCOSX def2/J DEFGRID3
* xyz 0 1
C -1.295 1.341 -0.348
C -0.038 0.721 -0.831
C -0.103 -1.109 2.095
O 1.050 -0.752 2.016
C 1.244 0.805 -1.058
C 0.613 -0.481 -1.423
O 0.836 -1.664 -0.690
H -1.111 2.306 0.132
H -1.982 1.496 -1.187
H -1.810 0.687 0.365
H -0.558 -1.746 1.318
H -0.743 -0.801 2.942
H 2.159 1.378 -0.994
H 0.436 -0.764 -2.462
H 1.302 -1.417 0.126
*
```

Summary:
Kohn-Sham gap in eV: 9.72
Electronic energy in eV: -9406.3268
Energy above the lowest of the compared OMol25 structures with the same formula, charge and spin in kJ/mol: 338.2
E_LUMO in Eh: 0.0207

---

Entry 16:
The following is a quantum chemistry calculation of a single C5H8O2 molecule, from the Open Molecules 2025 dataset.

Structure (ORCA input):
```
! wB97M-V def2-TZVPD RIJCOSX def2/J DEFGRID3
* xyz 0 1
C -2.186 0.021 -0.723
C -1.073 -0.430 0.217
C 0.223 0.338 -0.022
C 1.397 -0.233 0.726
O 1.323 -1.028 1.637
C 2.795 0.219 0.286
O 2.982 0.972 -0.637
H -2.403 1.089 -0.604
H -3.110 -0.535 -0.535
H -1.907 -0.146 -1.771
H -0.882 -1.501 0.081
H -1.379 -0.313 1.263
H 0.483 0.376 -1.087
H 0.122 1.392 0.280
H 3.615 -0.221 0.888
*
```

Summary:
Kohn-Sham gap in eV: 9.38
Electronic energy in eV: -9409.0539
Energy above the lowest of the compared OMol25 structures with the same formula, charge and spin in kJ/mol: 75.1
E_LUMO in Eh: -0.0166

---

Entry 17:
The following is a quantum chemistry calculation of 2 unconnected molecules or ions with the total composition C5H8O2 in a non-equilibrium geometry, from the Open Molecules 2025 dataset.

Structure (ORCA input):
```
! wB97M-V def2-TZVPD RIJCOSX def2/J DEFGRID3
* xyz 0 1
C -0.848 -0.475 -0.131
C -0.640 -1.851 0.498
C -1.868 0.394 0.599
O -0.796 -0.377 -1.378
O 1.264 1.120 -0.463
C 2.460 1.385 -0.777
C 3.483 1.878 -1.203
H 0.762 0.156 0.034
H -1.379 0.851 1.475
H -1.584 -2.284 0.816
H 0.002 -1.746 1.373
H -0.180 -2.537 -0.212
H -2.741 -0.179 0.936
H -2.222 1.195 -0.030
H 4.288 2.470 -1.537
*
```

Summary:
Kohn-Sham gap in eV: 7.93
Electronic energy in eV: -9404.7180
Energy above the lowest of the compared OMol25 structures with the same formula, charge and spin in kJ/mol: 493.4
E_LUMO in Eh: -0.0370